(1)
The following is a DFT calculation (the ωB97M-V functional and the def2-TZVPD basis) of a 2-piece molecular cluster, C13H20F3N2O3 overall.

Cartesian coordinates (Å):
C 3.0974 1.0948 -0.0450
C 2.7874 1.3552 1.4481
C 3.4085 2.6882 1.8944
C 1.2921 1.4428 1.7295
N 0.5619 0.1758 1.5073
C 1.0797 -1.0176 1.0467
C 0.0541 -1.9131 1.0121
N -1.0555 -1.2466 1.4478
C -0.7395 0.0142 1.7419
C -1.7331 1.0399 2.2013
O -2.6574 1.3435 1.1606
C -2.2614 2.2947 0.2727
F -1.1719 1.8767 -0.4350
F -3.2581 2.5211 -0.5658
F -1.9033 3.4383 0.8828
H 3.8574 0.3185 -0.1517
H 2.2208 0.7833 -0.6156
H 3.4993 1.9952 -0.5108
H 3.2296 0.5722 2.0707
H 2.8255 3.5235 1.4926
H 4.4347 2.7720 1.5421
H 3.3891 2.7857 2.9823
H 1.1432 1.7002 2.7823
H 0.8432 2.2285 1.1174
H 2.1123 -1.1378 0.7743
H 0.0549 -2.9458 0.6980
H -1.9854 -1.6359 1.5197
H -1.2319 1.9311 2.5795
H -2.3306 0.6247 3.0138
O -1.2387 -4.2449 -1.0734
C -1.4934 -3.3758 -1.8555
O -2.1803 -2.2708 -1.4745
C -2.4060 -1.3959 -2.5999
C -1.3390 -1.7841 -3.6179
C -1.1438 -3.2730 -3.3245
H -3.4175 -1.5737 -2.9674
H -2.3300 -0.3666 -2.2568
H -1.6306 -1.5615 -4.6411
H -0.4141 -1.2453 -3.4058
H -1.8381 -3.9048 -3.8811
H -0.1314 -3.6271 -3.4959

Force components x, y, z for each atom (eV/Å):
0.07 -0.04 0.17
0.15 0.27 -0.27
-0.38 -0.07 0.18
0.22 0.04 0.40
-0.10 0.07 -0.09
-0.31 -0.20 0.06
0.59 -0.04 -0.20
-0.04 -0.03 0.07
-0.11 0.10 0.03
0.18 -0.17 0.13
-0.04 0.32 -0.17
0.05 -0.01 -0.09
-0.41 0.18 0.21
0.47 -0.08 0.33
-0.14 -0.36 -0.26
-0.03 0.04 -0.05
0.02 0.04 -0.02
-0.11 -0.02 -0.03
-0.14 -0.08 -0.06
0.18 -0.02 -0.11
-0.01 0.01 0.07
0.12 -0.01 -0.05
0.02 0.04 -0.10
-0.03 -0.16 -0.07
-0.05 0.01 0.08
-0.21 0.07 0.03
0.01 -0.04 -0.13
-0.03 -0.02 -0.09
0.00 0.04 -0.09
0.14 0.05 0.13
-0.01 -0.05 -0.11
-0.02 0.22 0.18
-0.03 -0.02 -0.17
0.05 -0.08 0.05
-0.01 0.24 0.04
0.00 0.00 -0.01
0.01 -0.03 0.07
-0.04 -0.03 0.00
-0.01 0.02 -0.02
0.02 -0.02 -0.02
-0.04 -0.12 -0.01

Calculated values
highest occupied orbital energy: -0.48300 Eh
frontier orbital gap: 10.197 eV
total charge: +1
total energy: -31075.834 eV

---

(2)
The following is a DFT calculation (the ωB97M-V functional and the def2-TZVPD basis) of C13H20F5N4O3PdS as an isolated structure.

Cartesian coordinates (Å):
Pd 0.6307 -0.1497 -0.3874
C 0.1936 -3.5689 0.0824
O 1.2409 -2.6165 -0.0609
C 2.1714 -2.6208 1.0105
C 1.6754 -1.8358 2.2234
O 1.5426 -0.4769 1.8346
C 1.1340 0.3349 2.9173
H 0.5912 -4.5802 -0.0438
H -0.5317 -3.3593 -0.7005
H -0.2927 -3.4925 1.0573
H 3.0691 -2.1156 0.6388
H 2.4148 -3.6502 1.2964
H 2.4155 -1.9246 3.0308
H 0.7054 -2.2129 2.5851
H 1.8878 0.3205 3.7116
H 0.1811 -0.0158 3.3344
H 1.0269 1.3487 2.5350
N 4.3112 0.4157 -2.7798
C 3.4472 -0.3475 -2.0855
N 3.4943 -1.6829 -2.2924
O 2.6957 0.1674 -1.2454
H 4.9826 0.0336 -3.4214
H 4.3282 1.4064 -2.6002
H 3.9176 -2.0510 -3.1279
H 2.7488 -2.2278 -1.8819
F -1.2813 -1.4243 -1.9691
C -0.2245 -0.5685 -2.1219
F 0.6741 -1.2299 -2.9135
C -0.6895 0.7097 -2.8014
F -1.8591 1.0999 -2.2762
F -0.8163 0.6828 -4.1198
F 0.2105 1.6842 -2.4920
N -4.5523 4.3606 1.0495
C -4.5356 3.0248 1.2239
S -5.9447 2.2909 1.8025
C -3.3669 2.2522 0.9418
C -2.1186 2.8416 0.6211
C -1.0151 2.0521 0.4509
N -1.0405 0.7012 0.5587
C -2.2349 0.1216 0.7944
C -3.3813 0.8374 1.0003
H -5.4088 4.8678 1.2074
H -3.8145 4.8306 0.5518
H -2.0037 3.9119 0.5491
H -0.0447 2.4972 0.2314
H -2.2356 -0.9596 0.8520
H -4.2981 0.3173 1.2285

Force components x, y, z for each atom (eV/Å):
0.72 -0.92 0.20
0.02 -0.12 -0.13
0.12 0.03 -0.08
0.05 0.24 0.35
0.07 -0.48 -0.43
0.04 0.12 -0.40
-0.09 0.26 0.29
-0.06 0.02 0.04
0.02 -0.07 0.04
-0.01 0.02 0.01
-0.05 -0.17 0.02
0.04 0.09 0.02
-0.14 0.04 -0.08
0.19 0.06 -0.01
-0.03 0.02 -0.09
0.06 0.10 -0.10
-0.02 -0.04 0.13
0.05 0.21 -0.11
0.28 -0.24 -0.07
-0.12 -0.16 -0.04
-0.75 0.06 0.40
-0.01 -0.02 0.06
-0.06 -0.14 0.00
0.01 0.00 0.06
-0.01 0.07 -0.03
0.35 0.49 0.02
0.11 -0.68 0.43
-0.35 0.54 0.41
-0.02 1.44 0.02
-0.05 -0.20 -0.07
0.11 -0.40 0.15
-0.20 -0.23 -0.47
0.87 -0.30 -0.35
-3.82 0.60 1.00
1.17 0.43 -0.37
2.68 -1.41 -0.63
-1.21 -0.13 0.48
0.62 -0.67 0.14
-0.66 0.63 -0.98
0.88 -0.07 0.05
-0.43 1.03 0.13
0.01 -0.18 0.05
-0.06 0.10 0.04
0.07 0.04 -0.01
-0.26 -0.11 0.01
-0.02 0.03 -0.10
-0.10 0.07 -0.01

Calculated values
highest occupied orbital energy: -0.40675 Eh
frontier orbital gap: 7.036 eV
total charge: +1
ΔE to the lowest compared entry with this formula, charge and spin: 0.0 kcal per mole
total energy: -53805.549 eV

---

(3)
The following is a DFT calculation (the ωB97M-V functional and the def2-TZVPD basis) of C13H20HfO8P2 as an isolated structure.

Cartesian coordinates (Å):
C -3.1930 1.9789 -1.0822
C -2.8154 1.1118 -2.2516
O -1.6377 0.1993 -1.9000
P -1.7591 -1.3144 -1.7173
O -2.7477 -2.0510 -2.5786
C -2.5682 -1.9109 -0.0386
C -2.0221 -1.2862 1.2405
C -0.5681 -1.2572 1.6748
C 0.2381 0.0204 1.7277
C -0.2163 1.2824 1.7296
C 0.6634 2.4640 1.8992
O 0.2662 3.5975 2.0766
C 2.1444 2.2311 1.8962
C 2.6636 0.9763 1.9004
P 4.4527 0.5314 1.7303
O 4.3495 -0.3781 0.6026
O 5.2674 1.8807 1.6071
O 4.9351 -0.0349 3.1054
C 1.7180 -0.2245 1.9301
O 2.1629 -1.3155 2.1378
O -0.3879 -2.0137 -1.6777
C 0.5906 -1.6440 -2.7273
C -0.0138 -2.1498 -4.0129
H -4.1937 2.3707 -1.2825
H -3.2720 1.4083 -0.1529
H -2.5222 2.8265 -0.9574
H -3.6362 0.5067 -2.6377
H -2.4331 1.6956 -3.0899
H -3.6422 -1.7396 -0.1475
H -2.3881 -2.9921 -0.0969
H -2.5225 -0.3345 1.4187
H -2.5422 -2.0599 1.8714
H -0.5729 -1.5688 2.7358
H 0.0051 -2.0594 1.1993
H -1.2699 1.5351 1.6557
H 2.7785 3.1281 1.8014
H 5.0084 2.5251 0.9329
H 5.4204 0.5393 3.7157
H 1.5348 -2.1204 -2.4590
H 0.7824 -0.5684 -2.7775
H -1.0583 -1.8280 -4.2805
H -0.0116 -3.2412 -3.9840
H 0.6298 -1.7565 -4.8186
Hf 2.3831 3.0395 4.0814

Force components x, y, z for each atom (eV/Å):
-0.04 -0.13 0.00
-0.33 0.56 -0.42
-0.36 -0.17 0.65
1.39 0.32 -3.04
-0.30 0.20 1.19
-1.58 -1.89 2.26
0.63 1.77 -0.68
-0.01 -0.48 0.31
0.07 0.15 -0.32
-0.25 0.26 -0.07
0.11 -0.82 -0.73
0.33 0.28 0.98
-0.66 0.07 1.01
0.70 -0.29 0.74
0.84 -0.49 -0.31
-0.12 0.28 -0.11
-0.83 0.18 0.60
-0.57 0.26 -0.18
-0.08 -0.16 0.02
-0.20 0.19 0.07
-0.04 0.55 1.36
0.42 0.28 -1.33
0.56 -0.39 0.18
0.06 0.06 -0.03
-0.02 0.00 -0.03
0.06 -0.07 0.06
0.17 -0.29 0.21
0.17 -0.09 0.06
0.08 0.15 -0.19
0.26 0.11 -0.55
-0.07 -0.07 0.08
-0.20 -0.19 -0.23
0.03 -0.20 -0.07
0.06 0.08 -0.02
0.02 -0.02 0.01
0.23 0.37 -0.46
0.48 -0.20 -0.40
0.40 -0.18 -0.12
-0.26 -0.25 0.18
-0.30 -0.02 0.40
0.23 0.09 0.09
-0.18 0.05 -0.22
-0.32 -0.01 -0.12
-0.61 0.18 -0.80

Calculated values
highest occupied orbital energy: -0.80903 Eh
frontier orbital gap: 3.640 eV
total charge: +4
total energy: -50016.429 eV

---

(4)
The following is a DFT calculation (the ωB97M-V functional and the def2-TZVPD basis) of a 2-piece molecular cluster, C13H20N overall.

Cartesian coordinates (Å):
C 3.8738 1.0687 2.5812
C 2.8250 1.8843 2.9249
C 3.8007 0.4522 1.3043
C 1.7381 2.1132 2.1176
C 2.7423 0.5831 0.4870
C 1.7122 1.5302 0.8154
C -2.4733 -0.1516 -0.5322
C -1.5680 -0.4480 -1.7943
C -1.7512 -1.7990 -2.3959
C -1.2920 0.7328 -2.6579
C -0.5751 -0.9518 1.7563
C 0.6630 1.8925 -0.0230
C -0.4376 -1.3405 0.2950
N -1.0623 -0.2752 -0.4214
H 4.7475 0.9087 3.2392
H 2.7473 2.3558 3.8553
H 4.5340 -0.2355 1.0928
H 0.8777 2.6887 2.5141
H 2.6299 0.0007 -0.4565
H -2.9013 0.8271 -0.6730
H -3.2063 -0.8567 -0.3173
H -2.6091 -1.6944 -3.2330
H -2.0258 -2.4998 -1.5953
H -0.9632 -2.3004 -2.9233
H -2.2067 1.1118 -3.0970
H -0.4960 0.4620 -3.4560
H -0.7239 1.5818 -2.0796
H -1.5637 -0.5009 1.8914
H -0.8248 -1.9701 2.3137
H 0.2150 -0.3969 2.1211
H -0.1013 2.5307 0.5224
H 0.4676 1.4485 -1.0202
H -0.9137 -2.2663 0.1314
H 0.6598 -1.5198 0.0524

Force components x, y, z for each atom (eV/Å):
0.24 -0.06 -1.19
-0.80 0.38 0.41
-0.10 0.18 1.85
-0.21 -0.14 -0.49
-1.30 0.60 -1.67
-0.40 -0.09 0.04
0.83 1.20 -3.15
-0.62 0.54 2.13
-2.43 -0.31 -1.33
2.95 1.03 -0.67
-3.17 -4.35 0.47
-1.09 -0.96 1.33
1.29 0.58 1.10
1.36 0.55 -1.25
-0.71 0.08 -0.45
0.41 0.47 1.46
1.67 -1.43 -0.73
0.73 -0.21 -0.54
0.35 0.61 0.80
0.19 0.53 0.82
-0.66 -1.68 0.86
1.62 -0.46 2.11
-0.47 0.11 -0.53
1.00 0.35 -0.25
0.10 0.23 -0.36
-1.57 0.34 0.87
-1.88 -1.46 -1.17
0.40 0.62 -0.02
1.40 2.08 -0.49
1.42 0.98 1.09
0.78 -0.57 -1.47
0.57 0.85 0.88
-0.64 -1.26 -0.27
-1.27 0.62 -0.17

Calculated values
highest occupied orbital energy: -0.43692 Eh
frontier orbital gap: 5.817 eV
total charge: +1
ΔE to the lowest compared entry with this formula, charge and spin: 116.5 kcal per mole
total energy: -15284.536 eV

---

Which of these has the highest highest occupied orbital energy? C13H20F5N4O3PdS

---

Which of these has the highest frontier orbital gap? C13H20F3N2O3

---

Please write out number 4 again, unchanged.
The following is a DFT calculation (the ωB97M-V functional and the def2-TZVPD basis) of a 2-piece molecular cluster, C13H20N overall.

Cartesian coordinates (Å):
C 3.8738 1.0687 2.5812
C 2.8250 1.8843 2.9249
C 3.8007 0.4522 1.3043
C 1.7381 2.1132 2.1176
C 2.7423 0.5831 0.4870
C 1.7122 1.5302 0.8154
C -2.4733 -0.1516 -0.5322
C -1.5680 -0.4480 -1.7943
C -1.7512 -1.7990 -2.3959
C -1.2920 0.7328 -2.6579
C -0.5751 -0.9518 1.7563
C 0.6630 1.8925 -0.0230
C -0.4376 -1.3405 0.2950
N -1.0623 -0.2752 -0.4214
H 4.7475 0.9087 3.2392
H 2.7473 2.3558 3.8553
H 4.5340 -0.2355 1.0928
H 0.8777 2.6887 2.5141
H 2.6299 0.0007 -0.4565
H -2.9013 0.8271 -0.6730
H -3.2063 -0.8567 -0.3173
H -2.6091 -1.6944 -3.2330
H -2.0258 -2.4998 -1.5953
H -0.9632 -2.3004 -2.9233
H -2.2067 1.1118 -3.0970
H -0.4960 0.4620 -3.4560
H -0.7239 1.5818 -2.0796
H -1.5637 -0.5009 1.8914
H -0.8248 -1.9701 2.3137
H 0.2150 -0.3969 2.1211
H -0.1013 2.5307 0.5224
H 0.4676 1.4485 -1.0202
H -0.9137 -2.2663 0.1314
H 0.6598 -1.5198 0.0524

Force components x, y, z for each atom (eV/Å):
0.24 -0.06 -1.19
-0.80 0.38 0.41
-0.10 0.18 1.85
-0.21 -0.14 -0.49
-1.30 0.60 -1.67
-0.40 -0.09 0.04
0.83 1.20 -3.15
-0.62 0.54 2.13
-2.43 -0.31 -1.33
2.95 1.03 -0.67
-3.17 -4.35 0.47
-1.09 -0.96 1.33
1.29 0.58 1.10
1.36 0.55 -1.25
-0.71 0.08 -0.45
0.41 0.47 1.46
1.67 -1.43 -0.73
0.73 -0.21 -0.54
0.35 0.61 0.80
0.19 0.53 0.82
-0.66 -1.68 0.86
1.62 -0.46 2.11
-0.47 0.11 -0.53
1.00 0.35 -0.25
0.10 0.23 -0.36
-1.57 0.34 0.87
-1.88 -1.46 -1.17
0.40 0.62 -0.02
1.40 2.08 -0.49
1.42 0.98 1.09
0.78 -0.57 -1.47
0.57 0.85 0.88
-0.64 -1.26 -0.27
-1.27 0.62 -0.17

Calculated values
highest occupied orbital energy: -0.43692 Eh
frontier orbital gap: 5.817 eV
total charge: +1
ΔE to the lowest compared entry with this formula, charge and spin: 116.5 kcal per mole
total energy: -15284.536 eV